{
  "formula": "C2H2ClI",
  "method": "ωB97M-V/def2-TZVPD",
  "e_above_lowest_kj_mol": 293.4,
  "elements": ["I", "Cl", "C", "C", "H", "H"],
  "xyz": [[-1.958, -0.881, -2.597], [1.710, 0.849, 1.286], [0.562, 0.561, 0.087], [-0.398, -0.313, 0.215], [0.958, 1.017, -0.733], [-0.910, -0.990, 0.713]],
  "mulliken_charge": [-0.188, -0.130, -0.104, -0.383, 0.340, 0.465]
}

{
  "formula": "C2H4N2OS",
  "method": "ωB97M-V/def2-TZVPD",
  "smiles": "[H]/N=C/N(S)C=O",
  "e_above_lowest_kj_mol": 203.5,
  "elements": ["S", "O", "N", "N", "C", "C", "H", "H", "H", "H"],
  "xyz": [[0.060, 1.480, 0.013], [2.237, -0.646, -0.049], [-0.030, -0.219, 0.080], [-2.301, -0.298, -0.109], [-1.198, -0.861, 0.109], [1.093, -1.000, -0.026], [1.376, 1.428, -0.087], [-3.042, -1.090, -0.207], [-0.975, -1.973, 0.329], [0.736, -2.088, -0.140]],
  "mulliken_charge": [-0.086, -0.498, 0.020, -0.615, 0.235, 0.261, 0.158, 0.253, 0.150, 0.121]
}

{
  "formula": "C16H35FeNO6P2S3Se",
  "method": "ωB97M-V/def2-TZVPD",
  "spin_multiplicity": 2,
  "e_above_lowest_kj_mol": 2.2,
  "total_charge": -1,
  "elements": ["Se", "Fe", "S", "S", "S", "P", "P", "O", "O", "O", "O", "O", "O", "N", "C", "C", "C", "C", "C", "C", "C", "C", "C", "C", "C", "C", "C", "C", "C", "C", "H", "H", "H", "H", "H", "H", "H", "H", "H", "H", "H", "H", "H", "H", "H", "H", "H", "H", "H", "H", "H", "H", "H", "H", "H", "H", "H", "H", "H", "H", "H", "H", "H", "H", "H"],
  "xyz": [[2.888, -2.144, -3.947], [-0.376, -1.551, -0.553], [0.082, 3.464, 0.076], [-1.524, -3.308, 0.882], [-1.335, 0.504, -0.983], [-1.308, 2.541, -0.909], [1.654, -1.486, 0.460], [-2.636, -4.176, 0.645], [-1.336, 3.101, -2.402], [-0.449, -3.438, -0.223], [-0.919, -3.414, 2.188], [-1.852, -1.823, 0.579], [-2.801, 2.931, -0.442], [0.484, -1.839, -2.278], [4.026, -3.114, 0.285], [1.355, -1.150, 2.244], [2.815, -0.270, -0.331], [2.552, -1.193, 3.195], [-3.532, 2.550, 0.748], [-3.262, 4.334, -3.169], [-4.382, 1.322, 0.473], [-2.384, 3.112, -3.379], [1.457, -1.941, -2.918], [2.161, 0.915, -1.029], [-2.655, 2.384, 1.977], [-3.177, 1.824, -3.455], [2.491, -3.136, 0.276], [2.013, -4.177, 1.288], [0.547, 0.140, 2.411], [3.903, 0.259, 0.612], [1.605, 1.543, -0.336], [-0.372, 0.108, 1.826], [-5.011, 1.482, -0.402], [3.136, -2.105, 3.093], [2.355, -5.159, 0.958], [2.173, -1.163, 4.219], [4.422, -2.775, 1.245], [-3.859, 4.225, -2.265], [4.626, 0.824, 0.020], [-5.032, 1.138, 1.330], [-1.971, 1.543, 1.858], [-3.890, 1.917, -4.276], [4.457, -2.509, -0.510], [2.948, 1.530, -1.470], [4.444, -0.520, 1.145], [4.375, -4.137, 0.135], [2.174, -3.444, -0.725], [3.216, -0.340, 3.069], [1.108, 1.025, 2.107], [0.688, -1.988, 2.496], [3.290, -0.883, -1.101], [-3.768, 0.440, 0.306], [2.454, -3.994, 2.268], [-2.648, 5.228, -3.075], [-3.296, 2.184, 2.838], [-4.192, 3.413, 0.899], [-3.730, 1.640, -2.535], [-2.068, 3.277, 2.165], [-1.825, 3.232, -4.314], [1.483, 0.618, -1.823], [-2.533, 0.968, -3.642], [-3.932, 4.457, -4.021], [0.272, 0.258, 3.460], [3.475, 0.948, 1.341], [0.929, -4.206, 1.399]],
  "mulliken_charge": [-0.259, -0.891, -0.537, 1.083, 0.179, 1.137, 1.515, -0.698, -0.482, -0.545, -0.660, -0.641, -0.378, -0.438, -1.597, 0.809, 1.196, -1.652, 0.520, -1.249, -1.066, 0.541, 0.361, -1.551, -1.242, -1.077, 0.715, -1.561, -1.026, -1.772, -0.130, -0.360, 0.251, 0.313, 0.527, 0.470, 0.212, 0.145, 0.516, 0.497, 0.061, 0.488, 0.296, 0.508, 0.316, 0.508, 0.362, 0.284, 0.169, 0.271, 0.321, 0.061, 0.215, 0.319, 0.535, 0.216, 0.089, 0.347, 0.337, 0.280, 0.239, 0.462, 0.567, 0.275, 0.299]
}

{
  "formula": "C22H25CeN2O4",
  "method": "ωB97M-V/def2-TZVPD",
  "energy_ha": -1738.847976,
  "spin_multiplicity": 2,
  "elements": ["Ce", "O", "O", "O", "O", "N", "N", "C", "C", "C", "C", "C", "C", "C", "C", "C", "C", "C", "C", "C", "C", "C", "C", "C", "C", "C", "C", "C", "C", "H", "H", "H", "H", "H", "H", "H", "H", "H", "H", "H", "H", "H", "H", "H", "H", "H", "H", "H", "H", "H", "H", "H", "H", "H"],
  "xyz": [[-0.229, 0.143, 2.121], [-0.514, 0.862, 4.100], [0.588, -0.580, 5.442], [-3.180, 0.267, -2.566], [-0.618, 1.033, 6.338], [-1.518, 1.766, -2.552], [-0.155, 0.408, 5.408], [2.148, 2.617, -2.310], [-0.228, -2.401, 2.702], [3.423, 0.840, -3.348], [2.415, 0.124, 2.761], [-3.544, -1.596, -0.543], [-0.345, 2.496, -2.080], [0.961, 1.936, -2.605], [2.215, -0.665, 1.592], [1.782, 1.540, 1.047], [-1.568, -1.756, 0.923], [-1.495, -1.986, 3.226], [-1.332, -2.282, -1.510], [3.381, 2.059, -2.649], [1.824, 0.206, 0.526], [-2.029, -1.393, -0.472], [2.169, 1.486, 2.422], [-0.278, -2.283, 1.275], [1.001, 0.764, -3.366], [-2.175, 0.701, -2.001], [-2.323, -1.585, 2.137], [-1.621, 0.094, -0.713], [2.232, 0.201, -3.727], [2.279, 2.343, 3.093], [-1.492, -3.343, -1.265], [-3.887, -1.376, -1.557], [-1.803, -2.023, 4.275], [2.247, -0.731, -4.300], [-3.353, -1.208, 2.197], [-0.453, 3.528, -2.442], [-2.009, 0.731, 0.118], [1.625, -0.080, -0.506], [0.506, -2.533, 0.558], [-4.062, -0.915, 0.142], [-1.985, 2.151, -3.365], [-3.791, -2.637, -0.296], [1.527, 2.433, 0.478], [-0.326, 2.551, -0.974], [0.635, -2.733, 3.287], [0.063, 0.296, -3.678], [4.304, 2.575, -2.367], [-0.514, 0.162, -0.750], [2.347, -1.743, 1.516], [-1.773, -2.100, -2.498], [2.713, -0.253, 3.739], [2.083, 3.583, -1.800], [4.385, 0.396, -3.608], [-0.251, -2.089, -1.575]],
  "mulliken_charge": [1.194, -0.597, -0.478, -0.692, -0.592, -0.067, 0.987, -0.262, -0.686, -0.503, -0.207, -1.939, -0.883, 0.672, -1.230, -0.350, -0.333, -0.834, -1.913, -0.587, 0.013, 3.063, -1.012, -0.990, -0.205, 0.139, -0.609, -0.125, -0.622, 0.408, 0.429, 0.506, 0.523, 0.400, 0.346, 0.557, 0.516, 0.791, 0.574, 0.358, 0.297, 0.413, 0.434, -0.028, 0.419, 0.439, 0.386, -0.610, 0.561, 0.473, 0.447, 0.384, 0.384, 0.240]
}

- Number 3 is which compound?
  C16H35FeNO6P2S3Se